(1)
Density functional theory data (wB97M-V/def2-TZVPD) for C28H30ClN3O4PTi as an isolated structure at a distorted geometry.

Output
**<S²>**: 2.042
**Charge**: +1
**Energy relative to the best compared isomer or geometry (same formula, charge and spin)**: 91.3 kJ/mol
**HOMO-LUMO gap (spin up / spin down)**: 6.42 / 7.74 eV
**Spin multiplicity**: 3

Geometry as XYZ:
```
68
C28H30ClN3O4PTi, DFT wB97M-V/def2-TZVPD
Ti 0.25060 0.27828 1.15581
Cl -1.53314 -1.64065 7.64756
C -0.94063 -0.88131 6.20518
C -0.01281 0.15756 6.30893
C 0.46163 0.74843 5.15557
C 0.04877 0.33224 3.89592
O 0.58633 0.96284 2.80222
C -0.91824 -0.71384 3.77900
C -1.48923 -1.23525 2.57743
O -1.17553 -0.84562 1.32406
C -1.38462 -1.30027 4.98476
H 0.32274 0.48928 7.28295
H 1.17884 1.55795 5.20774
H -2.25184 -1.99619 2.65505
H -2.11297 -2.10055 4.92700
C -2.46365 2.45741 1.91236
P -1.06419 2.39353 0.75098
C -0.20313 3.96336 1.05234
C -1.80880 2.53288 -0.89647
C -1.73782 3.67383 -1.69063
C -2.29521 3.67392 -2.96606
C -2.92494 2.53885 -3.45589
C -3.00640 1.39574 -2.66894
C -2.44656 1.39200 -1.39914
H -3.06936 1.56065 1.79574
H -3.08142 3.33552 1.72953
H -2.07929 2.48300 2.93327
H -0.91423 4.78579 1.12481
H 0.50573 4.17557 0.25222
H 0.34316 3.88164 1.99088
H -1.24836 4.57000 -1.32678
H -2.23552 4.56498 -3.57723
H -3.35346 2.54263 -4.45092
H -3.49981 0.50890 -3.04913
H -2.50960 0.49578 -0.78958
N 1.54311 -1.48885 1.80654
C 2.48852 -1.93917 0.80481
C 3.66483 -1.23952 0.58454
C 4.50513 -1.61797 -0.45317
C 4.17500 -2.69369 -1.27154
C 2.99915 -3.39357 -1.03849
C 2.15375 -3.01637 0.00061
H 0.96709 -2.27047 2.10434
H 2.03185 -1.15721 2.63327
H 3.92399 -0.40334 1.22389
H 5.42649 -1.07374 -0.61963
H 4.83635 -2.99093 -2.07571
H 2.73867 -4.24514 -1.65772
H 1.23529 -3.56770 0.18616
O -0.70835 -4.63170 -3.53798
C -1.27691 -3.41528 -3.98382
N -0.58481 -2.40669 -3.20598
C -0.25366 -1.20516 -3.72601
O -0.60615 -0.80568 -4.81830
C 0.51916 -0.29053 -2.81441
C 1.31349 0.68413 -3.38103
C 2.01814 1.53374 -2.55248
C 1.87506 1.41135 -1.18563
N 1.07638 0.49859 -0.62407
C 0.42643 -0.35144 -1.43969
H -1.06042 -5.35843 -4.06275
H -2.34759 -3.38260 -3.78909
H -1.09813 -3.22042 -5.03802
H -0.13868 -2.74270 -2.36679
H 1.37174 0.75529 -4.46090
H 2.66851 2.29841 -2.95505
H 2.39685 2.06961 -0.50556
H -0.21739 -1.08178 -0.96088
```



(2)
Density functional theory data (wB97M-V/def2-TZVPD) for a 4-piece molecular cluster, C12H18FO9 overall at a distorted geometry.

Output
**Charge**: -1
**Energy relative to the best compared isomer or geometry (same formula, charge and spin)**: 167.5 kJ/mol
**HOMO-LUMO gap**: 8.92 eV

Geometry as XYZ:
```
40
C12H18FO9, DFT wB97M-V/def2-TZVPD
F 1.21365 0.62364 -0.07315
C -1.56351 2.27289 2.96935
C 0.08408 2.14070 2.57198
C 0.59858 3.35624 1.66844
O 1.57670 3.95807 2.37653
C 1.70406 3.37789 3.54057
O 2.53411 3.74595 4.41078
O 0.83681 2.32508 3.74380
H -1.82700 3.20164 3.04776
H -1.86913 1.68102 3.79551
H -2.26530 1.82375 2.14397
H 0.28368 1.10667 2.09339
H -0.15049 4.22062 1.39028
H 0.73719 2.75159 0.76880
C 3.17451 -3.57797 -0.25107
C 1.62825 -3.07019 -0.57957
C 1.43376 -2.25087 -1.78158
O 0.92352 -3.15229 -2.73399
C 0.58719 -4.31110 -1.99952
O 0.12059 -5.33855 -2.57690
O 0.81633 -4.17344 -0.77845
H 2.95269 -4.07488 0.62915
H 3.73451 -2.65849 -0.23908
H 3.35396 -4.36109 -1.06437
H 1.11647 -2.52457 0.32818
H 2.33118 -1.92411 -2.03648
H 0.68198 -1.46273 -1.42178
C -1.91696 -0.23709 -0.04336
C -2.13185 0.93508 -1.05933
C -0.98348 1.05644 -2.20366
O -1.66417 0.88694 -3.39181
C -2.88713 0.51625 -3.22382
O -3.50150 0.12731 -4.16050
O -3.24953 0.48258 -1.92454
H -2.79820 -0.67923 0.56515
H -1.09793 -0.04159 0.71013
H -1.63523 -1.05788 -0.64904
H -2.16561 1.89535 -0.55180
H -0.28337 0.37087 -2.02209
H -0.43339 2.03950 -1.98785
```



(3)
Density functional theory data (wB97M-V/def2-TZVPD) for a 2-piece molecular cluster, C5H8O overall at a distorted geometry.

Output
**Energy relative to the best compared isomer or geometry (same formula, charge and spin)**: 437.9 kJ/mol
**HOMO-LUMO gap (spin up / spin down)**: 8.06 / 8.06 eV

Geometry as XYZ:
```
14
C5H8O, DFT wB97M-V/def2-TZVPD
C 1.93948 -0.50622 0.00000
C 0.65948 0.25584 -0.18015
C -0.60846 -0.38239 -0.52684
C -1.82101 0.31669 -0.35958
C -0.76682 0.78904 1.64516
O -1.01496 0.41106 2.70318
H 2.36488 -0.27361 0.98348
H 1.76416 -1.58656 -0.03131
H 2.69970 -0.25372 -0.74835
H 0.72729 1.31893 -0.39395
H 0.00720 -0.18221 -1.52516
H -0.62266 -1.46397 -0.38007
H -1.85690 1.37726 -0.59114
H -2.75924 -0.22050 -0.46668
```



(4)
Density functional theory data (wB97M-V/def2-TZVPD) for C34H29Cl4GeN2O2S2Ti as an isolated structure.

Output
**Charge**: -1
**Energy relative to the best compared isomer or geometry (same formula, charge and spin)**: 0.0 kJ/mol
**HOMO-LUMO gap**: 6.52 eV

Geometry as XYZ:
```
75
C34H29Cl4GeN2O2S2Ti, DFT wB97M-V/def2-TZVPD
Ti -0.11253 0.18439 0.06786
C -1.60380 -1.74307 2.13684
N -0.19092 -1.41997 1.80784
C 0.50269 -2.63839 1.35775
C 0.07354 -3.01642 -0.04006
N 0.29020 -1.93473 -1.03539
C -0.71803 -2.12750 -2.10073
C 1.64307 -2.00180 -1.58654
C 1.94555 -2.83540 -2.65695
C 3.23046 -2.88933 -3.17680
C 4.22661 -2.10164 -2.61909
C 3.93638 -1.27921 -1.54669
C 2.64926 -1.22151 -1.00509
S 2.35497 -0.17995 0.36800
C 0.42046 -0.83881 2.99274
C 1.17854 -1.58371 3.88168
C 1.71663 -0.98698 5.01531
C 1.48339 0.35709 5.25740
C 0.72056 1.10151 4.37245
C 0.17296 0.52072 3.22952
S -0.82414 1.43642 2.12173
H -1.63248 -2.50950 2.91940
H -2.12661 -2.08592 1.24814
H -2.09957 -0.83642 2.47302
H 0.26760 -3.48053 2.02285
H 1.57385 -2.45015 1.39104
H -0.98910 -3.26019 -0.05053
H 0.61371 -3.91645 -0.35351
H -0.72134 -3.15923 -2.46590
H -0.50691 -1.45441 -2.92668
H -1.70031 -1.91007 -1.69231
H 1.17556 -3.44407 -3.10964
H 3.44202 -3.53091 -4.02255
H 5.22928 -2.11571 -3.02817
H 4.70126 -0.64415 -1.11854
H 1.37036 -2.63166 3.69652
H 2.32251 -1.57140 5.69572
H 1.90676 0.83491 6.13246
H 0.54862 2.15593 4.54676
Cl -3.82919 1.71828 -5.46844
C -3.33806 1.19082 -3.89567
C -4.28358 0.73096 -2.98922
Cl -5.95715 0.68506 -3.42234
C -3.88360 0.30134 -1.71991
Cl -5.01483 -0.32904 -0.57638
C -2.54501 0.35947 -1.36002
O -2.04461 -0.06679 -0.22317
C -1.57762 0.83628 -2.27683
O -0.34519 0.82169 -1.82302
C -1.98280 1.23133 -3.54584
Cl -0.78208 1.75476 -4.67520
Ge 1.08680 2.51047 -0.00363
C 2.50158 2.66958 -1.38237
C 2.26127 2.57203 -2.75027
C 3.29685 2.64060 -3.67320
C 4.60514 2.80376 -3.24395
C 4.86804 2.88988 -1.88278
C 3.82685 2.81686 -0.96876
C -0.22113 3.94664 -0.35544
C -0.54653 4.86836 0.63910
C -1.48234 5.86901 0.41738
C -2.12321 5.96227 -0.81031
C -1.81978 5.04831 -1.80959
C -0.88058 4.05287 -1.57956
H 1.81664 2.89959 1.30924
H 1.25368 2.40842 -3.11020
H 3.07867 2.55460 -4.73154
H 5.41505 2.85345 -3.96231
H 5.88695 3.00885 -1.53176
H 4.05073 2.86579 0.09178
H -0.06768 4.79588 1.60949
H -1.71746 6.57287 1.20747
H -2.85901 6.73823 -0.98471
H -2.31954 5.10216 -2.76980
H -0.66776 3.34648 -2.37245
```



(5)
Density functional theory data (wB97M-V/def2-TZVPD) for a 2-piece molecular cluster, C14H15FN4O2 overall at a distorted geometry.

Output
**Energy relative to the best compared isomer or geometry (same formula, charge and spin)**: 1218.4 kJ/mol
**HOMO-LUMO gap**: 8.46 eV

Geometry as XYZ:
```
36
C14H15FN4O2, DFT wB97M-V/def2-TZVPD
N -1.98489 -0.41686 0.56164
C -0.87594 0.26081 0.61826
C 0.43434 1.23087 0.45194
C 1.68767 0.70567 1.41638
C 1.28492 -0.17292 2.76548
C 2.65640 -0.57212 3.63744
C 4.06431 -0.04163 3.01444
N 4.36736 0.71487 1.76627
C 3.18970 1.10553 0.93915
C 0.19441 2.80452 0.83737
C 1.16986 3.76431 -0.12332
N 1.86486 4.51477 -0.93202
C -1.36618 3.30222 0.81674
C -1.87891 3.37151 2.37209
O -1.57101 4.49512 3.07810
F -2.60587 2.31882 3.11604
H 0.84601 1.20288 -0.66763
H 0.19630 -0.44765 3.09304
H 2.56809 -1.19565 4.64955
H 5.02149 -0.30987 3.67949
H 3.35859 1.71146 -0.06260
H 0.57944 2.94682 1.95057
H -2.06909 2.72236 0.08287
H -1.34921 4.42971 0.42411
C -2.68773 -4.04779 -3.50384
N -1.54120 -3.21052 -3.21963
C -1.55379 -2.38864 -2.02740
C -0.43971 -3.17210 -4.04801
O 0.56030 -2.48930 -3.86840
H -3.57289 -3.41289 -3.60344
H -2.82818 -4.74777 -2.67530
H -2.54416 -4.61149 -4.42971
H -1.44694 -1.33886 -2.31736
H -0.70610 -2.66699 -1.39391
H -2.48710 -2.52470 -1.47428
H -0.53517 -3.83451 -4.92412
```



(6)
Density functional theory data (wB97M-V/def2-TZVPD) for C27H65Br3Cl2N4 as an isolated structure at a distorted geometry.

Output
**HOMO-LUMO gap**: 7.99 eV

Geometry as XYZ:
```
101
C27H65Br3Cl2N4, DFT wB97M-V/def2-TZVPD
C -1.39525 -1.94118 -0.24325
Br -1.28688 -0.73956 -1.75259
Br -2.91370 -3.10010 -0.29401
Br -1.44977 -0.73608 1.30462
H -0.46495 -2.58396 -0.20572
Cl -5.67515 -1.20967 3.05583
C -4.23622 -0.97360 4.07948
C -4.28495 0.49381 4.52997
Cl -5.54666 0.97941 5.67765
H -3.30309 -1.27669 3.57030
H -4.33671 -1.62605 4.92686
H -4.42328 1.19720 3.75854
H -3.35643 0.70670 5.03261
C -5.88509 3.97027 3.09498
C -6.02143 3.00786 1.94044
N -4.67473 2.64862 1.44114
C -3.86825 3.83230 1.04820
C -2.44888 3.47988 0.60825
C -4.62568 1.52650 0.51355
C -5.40293 1.76980 -0.78160
H -6.73438 3.88489 3.76129
H -5.77736 5.03325 2.78927
H -4.88838 3.77426 3.64799
H -6.43627 2.06019 2.27439
H -6.68475 3.36720 1.09303
H -4.44558 4.35329 0.27524
H -3.86193 4.52505 1.89057
H -2.02058 2.80207 1.33959
H -2.42330 3.00544 -0.34516
H -1.88392 4.40187 0.50198
H -5.03165 0.65634 1.03199
H -3.56564 1.37879 0.38872
H -6.42864 1.75157 -0.57162
H -5.16266 1.07072 -1.61899
H -5.17182 2.77738 -1.13425
C 1.64210 -3.56599 -2.06001
C 1.84120 -4.14400 -0.68474
N 0.68209 -4.61871 -0.02167
C 0.05466 -5.72666 -0.71130
C 1.00945 -6.91039 -0.78252
C 0.73108 -4.77267 1.40602
C -0.64620 -4.74354 2.04984
H 1.71746 -4.36231 -2.87379
H 2.45527 -2.91090 -2.30052
H 0.72193 -2.92480 -2.18570
H 2.64914 -4.90455 -0.61723
H 2.23202 -3.38775 0.00728
H -0.20847 -5.45686 -1.72509
H -0.89729 -5.91271 -0.25267
H 1.90283 -6.56543 -1.28140
H 0.57462 -7.69310 -1.40943
H 1.36130 -7.32905 0.16501
H 1.31009 -5.61456 1.78410
H 1.23099 -3.88057 1.81282
H -0.55808 -4.73757 3.11254
H -1.11945 -3.76778 1.81400
H -1.29456 -5.66090 1.91407
C 2.94769 0.19823 0.71028
C 3.42361 1.63406 0.66287
N 3.08790 2.31797 1.96123
C 1.64321 2.54628 1.96745
C 1.17957 3.38128 3.17823
C 3.80290 3.58089 2.04943
C 3.66298 4.57125 0.93839
H 1.89211 0.16693 0.87512
H 3.35548 -0.40645 1.55348
H 3.12600 -0.19998 -0.27578
H 4.50561 1.70146 0.55389
H 2.97412 2.04419 -0.25026
H 1.34638 3.09630 1.08150
H 1.11573 1.60193 2.01258
H 0.12876 3.55025 3.03658
H 1.38508 2.83850 4.11961
H 1.69457 4.35283 3.36355
H 4.82268 3.25882 2.16552
H 3.55217 4.00224 3.03288
H 4.27272 4.24356 0.12069
H 3.99623 5.58426 1.13471
H 2.64705 4.70435 0.59957
C 1.04449 1.39005 -4.00710
C 2.22520 0.85715 -3.17874
N 3.32052 0.24044 -3.89419
C 3.04589 -0.48900 -5.15474
C 2.29243 -1.88972 -5.03108
C 4.37855 -0.29106 -2.99376
C 5.69302 -0.44295 -3.66260
H 0.43025 2.09483 -3.44779
H 0.30751 0.62727 -4.36188
H 1.45230 1.93602 -4.83389
H 2.53053 1.78832 -2.62855
H 1.85912 0.22495 -2.31719
H 2.49110 0.08994 -5.80573
H 4.02682 -0.58257 -5.63259
H 2.91918 -2.80561 -4.84402
H 1.46660 -1.94346 -4.32966
H 1.92390 -2.00882 -6.04562
H 3.97988 -1.25184 -2.53197
H 4.58144 0.42878 -2.21196
H 6.02574 0.52565 -3.99943
H 5.69466 -1.15786 -4.48100
H 6.47308 -0.78663 -2.98694
```



(7)
Density functional theory data (wB97M-V/def2-TZVPD) for a 2-piece molecular cluster, C3H7ClNO overall at a distorted geometry.

Output
**Charge**: -1
**Energy relative to the best compared isomer or geometry (same formula, charge and spin)**: 680.9 kJ/mol
**HOMO-LUMO gap**: 5.78 eV

Geometry as XYZ:
```
13
C3H7ClNO, DFT wB97M-V/def2-TZVPD
C 0.93805 -0.25830 -1.33003
C 1.79029 -0.95317 0.87805
C 0.74947 -0.64273 0.06904
N -2.08099 0.97516 0.23240
O -3.44859 1.02574 0.41109
Cl -1.33510 2.53142 0.71211
H 0.46758 0.79724 -1.41660
H 1.95612 -0.35150 -1.75423
H 0.47222 -0.92865 -1.97750
H 2.72915 -1.02327 0.58137
H -3.60180 0.68355 1.41307
H 1.60047 -1.31302 1.81740
H -0.23687 -0.54246 0.36383
```



(8)
Density functional theory data (wB97M-V/def2-TZVPD) for C6H10O as an isolated structure.

Output
**Energy relative to the best compared isomer or geometry (same formula, charge and spin)**: 484.6 kJ/mol
**HOMO-LUMO gap (spin up / spin down)**: 7.91 / 7.91 eV

Geometry as XYZ:
```
17
C6H10O, DFT wB97M-V/def2-TZVPD
C 2.20808 1.42774 -0.25961
C 0.86563 0.85151 0.00825
O 0.32516 0.89888 1.21591
C -0.33854 -0.36234 1.02743
C -1.81727 -0.06474 0.73747
C -1.42884 -0.00644 -0.74039
C 0.11780 -0.23897 -0.52952
H 2.23819 2.47859 0.04723
H 2.98774 0.89540 0.30116
H 2.44100 1.36277 -1.32537
H -0.02522 -3.50842 0.40374
H -0.02658 -2.83401 0.72590
H -2.17639 0.87544 1.16304
H -2.49808 -0.87685 1.00205
H -1.81496 -0.85800 -1.30265
H -1.65783 0.91324 -1.28109
H 0.60010 -0.95379 -1.19354
```



What energy values result from the calculations? In sequence: -3201.12412 -1245.04544 -270.39110 -7136.77690 -1011.37093 -9929.04884 -708.55356 -309.65781 Eh.